# 1
DFT (the ωB97M-V functional and the def2-TZVPD basis) results for an isolated molecule of C8H9BrO.

Each atom is followed by the atoms it is bonded to, with distances in Å.
Element x y z (Å)
1 C 0.30 0.20 0.79  C4 1.323, H6 1.061, C15 1.502
2 H -3.53 0.62 1.66  C16 1.127
3 H -1.83 -1.57 -1.38  C10 1.112
4 C 1.58 0.34 0.48  C1 1.323, H14 1.103, C19 1.479
5 H -2.14 -0.01 2.42  C16 1.133
6 H 0.01 0.57 1.74  C1 1.061
7 H -2.12 1.83 1.64  C16 1.156
8 C 1.21 -0.24 -1.86  H11 1.077, C17 1.344, C19 1.434
9 H 2.95 -0.70 -0.70  C19 1.069
10 C -0.91 -1.01 -1.11  H3 1.112, C15 1.358, C17 1.421
11 H 0.65 0.56 -2.30  C8 1.077
12 O -2.10 -0.06 0.46  C15 1.301, C16 1.409
13 Br 3.50 1.74 -1.26  C19 2.201
14 H 2.29 0.61 1.28  C4 1.103
15 C -0.90 -0.22 -0.02  C1 1.502, C10 1.358, O12 1.301
16 C -2.41 0.71 1.59  H2 1.127, H5 1.133, H7 1.156, O12 1.409
17 C 0.41 -1.29 -1.57  C8 1.344, C10 1.421, H18 1.076
18 H 0.87 -2.10 -1.03  C17 1.076
19 C 2.18 0.03 -0.83  C4 1.479, C8 1.434, H9 1.069, Br13 2.201

Summary:
Frontier orbital gap = 8.24 eV
E_HOMO = -0.3098 Eh
DFT total energy = -2959.32127 hartree
SMILES string = COC1=CC=C[C@@H](Br)C=C1

Here are the Löwdin charges for atoms 1 to 2, given in e: number 1, C, carries 0.01; number 2, H, carries 0.10

# 2
DFT (the ωB97M-V functional and the def2-TZVPD basis) results for an isolated molecule of C8H9BrOS.

Each atom is followed by the atoms it is bonded to, with distances in Å.
Element x y z (Å)
1 H 0.58 -1.49 3.68  C16 1.054
2 H 3.45 0.66 -1.49  C7 1.068
3 C 0.24 -0.02 -0.47  S10 1.700, C14 1.368, C17 1.758
4 H 0.72 -2.27 2.15  C16 1.093
5 H -1.83 1.08 -2.60  C13 1.116
6 C -0.65 -0.65 2.16  O11 1.193, C16 1.463, C17 1.544
7 C 2.39 0.65 -1.35  H2 1.068, S10 1.714, C12 1.379
8 H -1.84 -0.30 0.54  C17 1.073
9 H -1.06 2.53 -2.46  C13 1.088
10 S 1.85 -0.45 -0.14  C3 1.700, C7 1.714
11 O -0.94 0.44 2.55  C6 1.193
12 C 1.32 1.24 -1.98  C7 1.379, C14 1.420, H20 1.109
13 C -1.20 1.63 -1.86  H5 1.116, H9 1.088, C14 1.491, H15 1.167
14 C 0.04 0.92 -1.45  C3 1.368, C12 1.420, C13 1.491
15 H -1.99 1.78 -1.02  C13 1.167
16 C 0.03 -1.76 2.82  H1 1.054, H4 1.093, C6 1.463, H18 1.070
17 C -0.89 -0.79 0.64  C3 1.758, C6 1.544, H8 1.073, Br19 1.954
18 H -0.58 -2.58 3.12  C16 1.070
19 Br -1.11 -2.60 -0.06  C17 1.954
20 H 1.47 2.00 -2.78  C12 1.109

Summary:
Frontier orbital gap = 9.48 eV
E_HOMO = -0.3264 Eh
DFT total energy = -3357.62552 hartree
SMILES string = CC(=O)[C@H](Br)c1sccc1C

Here are the Löwdin charges for atoms 1 to 2, given in e: number 1, H, carries 0.08; number 2, H, carries 0.05

# 3
DFT (the ωB97M-V functional and the def2-TZVPD basis) results for a cluster of 2 separate species, C8H9BrS in total.

Each atom is followed by the atoms it is bonded to, with distances in Å.
Element x y z (Å)
1 Br -1.62 -1.13 1.53  C16 1.883
2 H 0.51 3.14 1.95  S5 1.357
3 H 2.17 -2.22 -1.35  C13 1.058
4 H -1.71 -1.37 -2.34  C18 1.036
5 S 1.45 2.37 1.33  H2 1.357, C15 1.658
6 C 0.33 0.49 -0.38  C10 1.434, C12 1.334, C15 1.364
7 H -0.66 2.02 0.55  C15 1.058
8 H 2.29 0.23 -0.10  C12 1.056
9 C 0.29 -1.87 -1.94  H11 1.082, C13 1.366, C18 1.397
10 C -0.87 0.06 -1.04  C6 1.434, C18 1.398, H19 1.151
11 H 0.25 -2.84 -2.43  C9 1.082
12 C 1.44 -0.23 -0.54  C6 1.334, H8 1.056, C13 1.468
13 C 1.45 -1.45 -1.35  H3 1.058, C9 1.366, C12 1.468
14 H -0.31 0.22 3.45  C16 1.090
15 C 0.29 1.55 0.48  S5 1.658, C6 1.364, H7 1.058
16 C -0.94 0.29 2.57  Br1 1.883, H14 1.090, H17 1.085
17 H -1.75 1.01 2.63  C16 1.085
18 C -0.84 -1.06 -1.88  H4 1.036, C9 1.397, C10 1.398
19 H -1.75 0.79 -1.13  C10 1.151

Summary:
Frontier orbital gap (alpha / beta) = 6.70 / 7.68 eV
E_HOMO (alpha / beta) = -0.2497 / -0.2926 Eh
DFT total energy = -3282.27823 hartree

Here are the Löwdin charges for atoms 1 to 2, given in e: number 1, Br, carries 0.72; number 2, H, carries -0.09

ΔE to the lowest compared entry with this formula, charge and spin across the listed records, respectively: 3.537; 0.000; 2.888 eV.